Record 1
{"formula": "C5H10NO2", "method": "ωB97M-V/def2-TZVPD", "elements": ["C", "C", "C", "C", "O", "N", "C", "O", "H", "H", "H", "H", "H", "H", "H", "H", "H", "H"], "positions_angstrom": [[1.057, -1.921, -0.951], [0.518, -0.481, -1.020], [0.217, 0.139, 0.333], [-1.084, -0.389, 0.952], [-1.290, 0.032, 2.209], [0.244, 1.615, 0.259], [-0.707, 2.441, 0.722], [-0.654, 3.662, 0.532], [1.490, -2.202, 0.009], [0.245, -2.618, -1.145], [1.807, -2.090, -1.712], [-0.417, -0.557, -1.583], [1.136, 0.155, -1.654], [0.993, -0.108, 1.046], [-1.929, -0.166, 0.240], [-1.000, -1.511, 0.861], [0.853, 1.995, -0.448], [-1.479, 2.005, 1.349]], "total_charge": -1, "smiles": "CC[C@H](C[O-])NC=O", "orbital_gap_ha": 0.23852, "e_tot_ev": -10932.344, "lumo_energy_ev": 3.72}

Record 2
{"formula": "C29H30N6O3PPbS5Sb", "method": "ωB97M-V/def2-TZVPD", "elements": ["Pb", "N", "C", "C", "C", "C", "C", "C", "S", "O", "O", "N", "C", "N", "C", "C", "C", "N", "H", "H", "H", "H", "H", "H", "H", "H", "H", "S", "Sb", "S", "S", "S", "N", "P", "C", "C", "C", "C", "C", "C", "C", "C", "C", "C", "C", "C", "C", "C", "C", "C", "C", "N", "H", "H", "H", "H", "H", "H", "H", "H", "H", "H", "H", "H", "H", "H", "H", "C", "C", "O", "H", "H", "H", "H", "H", "H"], "positions_angstrom": [[0.510, -0.285, -0.452], [-0.734, -4.904, 6.850], [-0.895, -3.808, 5.992], [-1.343, -4.001, 4.685], [-1.622, -2.913, 3.878], [-1.448, -1.622, 4.357], [-0.960, -1.422, 5.636], [-0.681, -2.509, 6.449], [-2.038, -0.257, 3.358], [-3.102, -0.857, 2.569], [-2.443, 0.778, 4.284], [-0.912, 0.188, 2.334], [0.198, 0.814, 2.744], [0.586, 0.753, 4.046], [1.706, 1.359, 4.385], [2.506, 2.040, 3.485], [2.068, 2.023, 2.174], [0.953, 1.428, 1.773], [-0.532, -5.776, 6.389], [-0.138, -4.740, 7.645], [-1.484, -5.010, 4.310], [-1.996, -3.045, 2.872], [-0.806, -0.410, 5.985], [-0.298, -2.360, 7.453], [1.994, 1.279, 5.432], [3.419, 2.535, 3.779], [2.640, 2.510, 1.389], [5.185, 0.299, -2.722], [3.243, -0.877, -2.483], [2.810, -1.427, -0.131], [1.290, 0.522, -2.814], [3.023, -2.780, -3.733], [-2.873, -1.930, -0.990], [-2.680, -0.199, -0.781], [-4.487, 0.169, -0.602], [-5.453, -0.410, -1.424], [-6.796, -0.108, -1.257], [-7.187, 0.788, -0.269], [-6.231, 1.375, 0.546], [-4.887, 1.066, 0.381], [-2.584, 0.296, -2.566], [-2.186, -0.563, -3.582], [-2.119, -0.115, -4.895], [-2.439, 1.198, -5.200], [-2.800, 2.075, -4.185], [-2.862, 1.628, -2.876], [-1.943, -2.946, -0.880], [-2.428, -4.261, -0.737], [-1.539, -5.310, -0.710], [-0.178, -5.051, -0.833], [0.220, -3.737, -0.967], [-0.631, -2.704, -0.977], [-3.771, -2.215, -0.626], [-5.149, -1.088, -2.215], [-7.536, -0.567, -1.902], [-8.235, 1.035, -0.146], [-6.532, 2.063, 1.326], [-4.141, 1.497, 1.039], [-1.907, -1.584, -3.351], [-1.802, -0.792, -5.678], [-2.391, 1.545, -6.226], [-3.021, 3.111, -4.414], [-3.126, 2.317, -2.079], [-3.495, -4.427, -0.651], [-1.902, -6.326, -0.606], [0.559, -5.841, -0.826], [1.270, -3.485, -1.068], [1.624, 3.809, -1.396], [0.112, 3.663, -1.399], [-0.440, 3.599, -0.088], [1.995, 3.855, -2.421], [2.087, 2.936, -0.933], [1.923, 4.711, -0.855], [-0.161, 2.780, -1.984], [-0.349, 4.535, -1.873], [-0.130, 2.782, 0.334]], "total_charge": -2, "orbital_gap_ha": 0.22307, "e_tot_ev": -120899.082, "lumo_energy_ev": 3.99}

Record 3
{"formula": "C19H28NO11W", "method": "ωB97M-V/def2-TZVPD", "elements": ["W", "C", "C", "O", "C", "C", "O", "C", "C", "O", "C", "C", "O", "C", "C", "O", "C", "C", "O", "H", "H", "H", "H", "H", "H", "H", "H", "H", "H", "H", "H", "H", "H", "H", "H", "H", "H", "H", "H", "H", "H", "H", "H", "O", "O", "C", "O", "C", "C", "C", "C", "C", "C", "N", "O", "O", "H", "H", "H", "H"], "positions_angstrom": [[0.479, -0.837, 0.192], [-2.281, -1.708, 0.090], [-1.737, -1.459, -1.346], [-0.367, -1.940, -1.300], [0.413, -1.774, -2.497], [0.906, -0.317, -2.671], [1.213, 0.345, -1.416], [1.123, 1.870, -1.656], [1.100, 2.353, -0.122], [1.364, 1.031, 0.313], [2.943, 0.773, 0.658], [3.275, -0.920, 0.794], [2.404, -1.790, -0.220], [2.332, -3.129, 0.223], [1.071, -3.310, 1.144], [0.761, -2.032, 1.805], [-0.331, -2.202, 2.758], [-1.463, -1.233, 2.363], [-1.337, -1.066, 0.941], [-2.307, -2.777, 0.318], [-3.273, -1.272, 0.227], [-1.750, -0.405, -1.578], [-2.314, -2.013, -2.092], [-0.151, -2.095, -3.375], [1.272, -2.439, -2.422], [0.118, 0.226, -3.183], [1.797, -0.269, -3.302], [0.224, 2.164, -2.187], [2.022, 2.177, -2.185], [0.147, 2.667, 0.171], [1.841, 3.092, 0.180], [3.195, 1.305, 1.580], [3.553, 1.195, -0.150], [3.111, -1.232, 1.845], [4.347, -1.085, 0.590], [3.260, -3.388, 0.741], [2.266, -3.788, -0.648], [1.283, -4.087, 1.883], [0.207, -3.625, 0.552], [0.034, -1.988, 3.761], [-0.712, -3.225, 2.747], [-1.292, -0.277, 2.817], [-2.454, -1.576, 2.665], [2.252, -0.240, 0.569], [-0.367, 1.901, 3.232], [-0.384, 1.401, 2.124], [0.285, 0.274, 1.952], [-1.209, 2.129, 1.042], [-1.838, 3.298, 1.436], [-2.602, 4.047, 0.545], [-2.751, 3.637, -0.755], [-2.136, 2.463, -1.198], [-1.362, 1.702, -0.316], [-2.329, 2.069, -2.577], [-3.006, 2.759, -3.300], [-1.807, 1.044, -2.998], [-1.742, 3.653, 2.453], [-3.081, 4.956, 0.879], [-3.350, 4.232, -1.430], [-0.864, 0.737, -0.668]], "total_charge": 1, "orbital_gap_ha": [0.18746, 0.18749], "e_tot_ev": -45962.474, "lumo_energy_ev": [-3.38, -3.38]}

Record 4
{"formula": "C8H8Cl2O2S", "method": "ωB97M-V/def2-TZVPD", "elements": ["C", "C", "C", "C", "C", "C", "C", "C", "O", "O", "S", "Cl", "Cl", "H", "H", "H", "H", "H", "H", "H", "H"], "positions_angstrom": [[2.003, -0.558, -1.459], [0.812, -1.081, -1.828], [2.110, 0.342, -0.295], [1.079, 0.956, 0.291], [0.953, 2.004, 1.185], [-0.433, -0.960, -0.978], [-0.768, 0.431, -0.505], [-1.795, -0.702, 1.771], [-0.101, 2.314, 1.735], [-3.310, 0.274, -0.016], [-2.119, 0.782, 0.689], [3.740, 0.729, 0.162], [-0.963, 1.585, -1.838], [2.828, -0.839, -1.944], [0.888, -1.753, -2.757], [2.028, 2.487, 1.307], [-1.320, -1.397, -1.352], [-0.175, -1.507, 0.016], [-2.160, -1.494, 1.128], [-2.538, -0.801, 2.563], [-0.760, -0.813, 2.125]], "total_charge": 0, "orbital_gap_ha": 0.29778, "e_tot_ev": -48396.126, "lumo_energy_ev": -1.11}

Record 5
{"formula": "C5H12NO", "method": "ωB97M-V/def2-TZVPD", "elements": ["C", "C", "C", "C", "N", "C", "H", "H", "H", "H", "H", "H", "H", "H", "H", "H", "H", "H", "O"], "positions_angstrom": [[-2.121, -1.830, 0.948], [-1.985, -0.357, 0.617], [-1.163, -0.111, -0.619], [0.094, 0.309, -0.598], [0.853, 0.522, -1.737], [2.223, 0.510, -1.719], [-2.561, -2.011, 1.933], [-2.811, -2.348, 0.282], [-1.177, -2.375, 0.891], [-2.984, 0.070, 0.474], [-1.559, 0.200, 1.449], [-1.620, -0.416, -1.553], [0.654, 0.509, 0.309], [0.335, 0.530, -2.604], [2.750, 0.601, -0.784], [2.758, 0.828, -2.604], [2.362, 1.618, 2.433], [3.145, 2.301, 1.295], [2.806, 1.450, 1.588]], "total_charge": 0, "orbital_gap_ha": [0.24534, 0.33716], "e_tot_ev": -8914.979, "multiplicity": 2, "lumo_energy_ev": [0.76, 0.74]}

Record 6
{"formula": "C52H59AsF3InN2O5S3SbSe", "method": "ωB97M-V/def2-TZVPD", "elements": ["In", "C", "C", "C", "C", "C", "C", "C", "Se", "C", "C", "C", "C", "C", "C", "O", "C", "C", "C", "C", "C", "C", "C", "C", "C", "O", "C", "C", "C", "C", "C", "C", "H", "H", "H", "H", "H", "H", "H", "H", "H", "H", "H", "H", "H", "H", "H", "H", "H", "H", "H", "H", "H", "H", "H", "H", "H", "H", "H", "H", "H", "H", "H", "H", "H", "H", "H", "H", "H", "H", "H", "H", "S", "Sb", "S", "S", "O", "As", "C", "C", "C", "C", "C", "C", "C", "C", "C", "C", "C", "C", "C", "C", "C", "C", "C", "C", "H", "H", "H", "H", "H", "H", "H", "H", "H", "H", "H", "H", "H", "H", "H", "O", "N", "O", "F", "C", "F", "F", "C", "C", "C", "N", "C", "C", "H", "H", "H", "H"], "positions_angstrom": [[-0.551, -0.601, -0.012], [6.266, 3.337, -0.504], [6.066, 1.903, -1.016], [7.215, 1.012, -0.524], [6.107, 1.940, -2.546], [4.731, 1.364, -0.498], [3.705, 0.934, -1.329], [2.483, 0.546, -0.800], [1.117, -0.034, -2.033], [0.284, 1.696, -2.194], [0.960, 2.739, -2.797], [0.401, 4.008, -2.871], [-0.853, 4.180, -2.285], [-1.568, 3.157, -1.670], [-1.009, 1.850, -1.649], [-1.666, 0.825, -1.147], [-2.950, 3.410, -1.052], [-3.998, 2.614, -1.851], [-3.343, 4.888, -1.091], [-2.975, 2.971, 0.422], [1.155, 5.126, -3.591], [2.530, 5.335, -2.938], [1.352, 4.739, -5.064], [0.402, 6.456, -3.547], [2.212, 0.541, 0.586], [1.012, 0.288, 1.070], [3.301, 0.849, 1.448], [4.489, 1.285, 0.872], [3.250, 0.783, 2.992], [3.247, 2.222, 3.534], [4.498, 0.041, 3.506], [2.034, 0.050, 3.575], [7.204, 3.757, -0.883], [6.292, 3.371, 0.587], [5.441, 3.970, -0.840], [8.183, 1.404, -0.856], [7.097, -0.001, -0.916], [7.226, 0.950, 0.567], [7.073, 2.331, -2.879], [5.321, 2.588, -2.942], [5.978, 0.942, -2.972], [3.821, 0.897, -2.404], [1.943, 2.540, -3.213], [-1.298, 5.166, -2.307], [-4.045, 2.976, -2.881], [-4.989, 2.719, -1.394], [-3.726, 1.560, -1.872], [-3.440, 5.256, -2.118], [-2.615, 5.509, -0.561], [-4.312, 5.010, -0.598], [-2.687, 1.929, 0.538], [-3.985, 3.094, 0.830], [-2.287, 3.584, 1.011], [3.111, 4.411, -2.936], [2.412, 5.659, -1.901], [3.101, 6.098, -3.479], [1.895, 3.796, -5.152], [1.917, 5.513, -5.595], [0.385, 4.613, -5.556], [0.257, 6.795, -2.517], [-0.577, 6.376, -4.027], [0.978, 7.221, -4.077], [5.291, 1.587, 1.539], [4.138, 2.769, 3.210], [3.216, 2.225, 4.630], [2.368, 2.755, 3.163], [5.422, 0.589, 3.310], [4.576, -0.938, 3.026], [4.421, -0.111, 4.586], [1.099, 0.531, 3.308], [2.121, 0.033, 4.666], [1.973, -0.983, 3.226], [-1.499, -4.882, -3.637], [-1.970, -2.778, -2.831], [-1.078, -2.973, -0.490], [-0.983, -1.253, -4.272], [-2.167, -0.657, 1.322], [-2.904, -2.160, 1.606], [-4.211, -2.230, 0.126], [-4.518, -1.027, -0.512], [-5.337, -1.003, -1.634], [-5.853, -2.186, -2.143], [-5.530, -3.392, -1.532], [-4.714, -3.413, -0.409], [-4.069, -1.567, 3.074], [-5.158, -0.743, 2.796], [-5.996, -0.306, 3.815], [-5.738, -0.670, 5.130], [-4.628, -1.455, 5.417], [-3.803, -1.909, 4.396], [-2.876, -4.084, 2.063], [-4.091, -4.580, 2.521], [-4.216, -5.919, 2.872], [-3.125, -6.768, 2.753], [-1.915, -6.272, 2.288], [-1.788, -4.933, 1.949], [-4.071, -0.108, -0.149], [-5.551, -0.062, -2.126], [-6.467, -2.176, -3.035], [-5.889, -4.325, -1.950], [-4.448, -4.365, 0.027], [-5.366, -0.451, 1.778], [-6.854, 0.312, 3.575], [-6.396, -0.341, 5.926], [-4.403, -1.718, 6.444], [-2.949, -2.536, 4.620], [-4.948, -3.923, 2.591], [-5.165, -6.298, 3.233], [-3.216, -7.814, 3.025], [-1.064, -6.935, 2.178], [-0.844, -4.553, 1.591], [-0.936, -3.277, 4.576], [-0.201, -2.744, 3.756], [-0.768, -2.307, 2.704], [2.140, -7.491, -1.707], [1.898, -6.810, -0.571], [2.841, -7.197, 0.324], [0.720, -7.244, -0.092], [1.931, -5.328, -0.783], [2.160, -4.489, 0.296], [2.229, -3.130, 0.054], [2.115, -2.603, -1.165], [1.857, -3.416, -2.185], [1.748, -4.793, -2.044], [2.271, -4.877, 1.300], [2.378, -2.427, 0.869], [1.699, -2.942, -3.148], [1.507, -5.414, -2.894]], "total_charge": -2, "orbital_gap_ha": [0.22495, 0.21205], "e_tot_ev": -246657.641, "multiplicity": 2, "lumo_energy_ev": [3.73, 3.14]}

Relative energy (zero: lowest compared OMol25 entry of this formula, charge and spin) per entry: 44.3 35.5 530.3 37.1 4.8 16.2 kcal per mole